# C40H74AsBMgN4O3Si5

C40H74AsBMgN4O3Si5 as an isolated structure at a distorted geometry (wB97M-V/def2-TZVPD, the Open Molecules 2025 dataset).

## Properties
- energy above the lowest of the compared OMol25 structures with the same formula, charge and spin (kJ/mol) = 163.6
- orbital gap (eV) = 7.48
- maximum force (hartree/bohr) = 0.052
- lowest unoccupied orbital energy (Ha) = 0.01336

```
! wB97M-V def2-TZVPD RIJCOSX def2/J DEFGRID3
* xyz 0 1
Mg 0.829 0.044 -0.082
C 6.158 -0.054 0.822
Si 4.271 -0.458 0.811
C 3.584 0.153 2.493
C 4.200 -2.376 0.895
C 3.124 0.193 -0.521
C 2.770 1.589 -0.479
C 3.571 2.614 0.072
C 3.180 3.926 -0.001
C 1.975 4.243 -0.630
C 1.217 3.191 -1.100
N 1.572 1.918 -1.019
Si 3.416 -0.343 -2.297
C 3.494 -2.230 -2.605
C 5.129 0.300 -2.894
C 2.146 0.387 -3.534
H 6.679 -0.569 1.625
H 6.351 1.007 0.944
H 6.618 -0.357 -0.112
H 4.260 -0.035 3.323
H 2.642 -0.345 2.704
H 3.393 1.221 2.455
H 4.409 -2.732 1.900
H 4.935 -2.821 0.232
H 3.216 -2.744 0.607
H 4.513 2.352 0.526
H 3.809 4.709 0.403
H 1.635 5.265 -0.712
H 0.258 3.383 -1.579
H 4.413 -2.645 -2.208
H 3.475 -2.438 -3.670
H 2.658 -2.749 -2.141
H 5.928 -0.212 -2.370
H 5.235 1.360 -2.687
H 5.289 0.151 -3.957
H 1.120 0.132 -3.277
H 2.337 0.048 -4.548
H 2.222 1.469 -3.535
C -2.649 9.137 -0.876
C -3.542 7.936 -0.944
C -4.697 7.910 -1.713
C -5.501 6.787 -1.751
C -5.179 5.652 -1.010
N -6.046 4.556 -1.067
C -5.818 3.206 -0.935
O -6.750 2.434 -0.880
N -4.493 2.847 -0.913
C -3.954 1.575 -0.764
C -4.718 0.424 -0.568
C -4.052 -0.784 -0.456
C -2.669 -0.808 -0.527
N -1.936 0.285 -0.693
C -2.562 1.441 -0.806
C -4.031 5.680 -0.218
C -3.225 6.802 -0.206
H -3.037 9.967 -1.460
H -1.659 8.882 -1.249
H -2.542 9.465 0.157
H -4.981 8.773 -2.296
H -6.397 6.783 -2.355
H -7.015 4.762 -1.278
H -3.823 3.576 -1.112
H -5.795 0.482 -0.521
H -4.605 -1.701 -0.320
H -2.117 -1.735 -0.464
H -1.928 2.309 -0.950
H -3.779 4.852 0.429
H -2.334 6.802 0.403
C 2.568 -5.889 0.569
Si 1.374 -5.563 -0.898
C 0.241 -7.121 -0.905
C 2.442 -5.836 -2.475
As 0.405 -3.336 -0.703
Si -0.862 -3.465 -2.742
C -1.984 -1.979 -3.213
C -1.974 -5.012 -3.030
C 0.429 -3.366 -4.160
Si -0.833 -3.745 1.321
C -2.284 -2.647 1.930
C 0.504 -3.380 2.643
C -1.566 -5.507 1.574
H 3.088 -6.832 0.431
H 2.023 -5.953 1.505
H 3.316 -5.108 0.663
H 0.830 -7.996 -1.162
H -0.566 -7.046 -1.625
H -0.197 -7.304 0.068
H 3.143 -6.647 -2.312
H 3.022 -4.961 -2.744
H 1.827 -6.113 -3.325
H -2.995 -2.074 -2.833
H -2.053 -1.917 -4.295
H -1.576 -1.035 -2.866
H -2.454 -5.346 -2.115
H -1.405 -5.845 -3.430
H -2.760 -4.786 -3.744
H 0.829 -2.357 -4.209
H -0.022 -3.587 -5.124
H 1.262 -4.043 -4.019
H -2.004 -1.601 1.950
H -2.509 -2.944 2.951
H -3.198 -2.762 1.359
H 0.827 -2.346 2.533
H 1.377 -4.015 2.541
H 0.121 -3.501 3.652
H -2.050 -5.877 0.676
H -2.318 -5.494 2.356
H -0.814 -6.233 1.864
C 0.145 0.193 5.016
C -0.627 0.896 3.894
C -2.083 1.024 4.339
O -0.581 0.050 2.738
B 0.158 0.629 1.743
O 0.556 1.883 2.107
C 0.050 2.232 3.404
C 1.215 2.708 4.277
C -0.930 3.396 3.206
H -0.346 -0.749 5.247
H 0.161 0.806 5.912
H 1.159 -0.028 4.700
H -2.447 0.036 4.613
H -2.717 1.399 3.542
H -2.158 1.678 5.203
H 2.010 1.971 4.310
H 0.881 2.919 5.289
H 1.625 3.620 3.852
H -1.744 3.102 2.548
H -0.393 4.219 2.737
H -1.340 3.740 4.152
*
```

***

# C40H80Cl40

A 20-piece molecular cluster, C40H80Cl40 overall at a distorted geometry (wB97M-V/def2-TZVPD, the Open Molecules 2025 dataset).

## Properties
- energy above the lowest of the compared OMol25 structures with the same formula, charge and spin (kJ/mol) = 1.6
- orbital gap (eV) = 10.36
- maximum force (hartree/bohr) = 0.067
- lowest unoccupied orbital energy (Ha) = 0.00144

```
! wB97M-V def2-TZVPD RIJCOSX def2/J DEFGRID3
* xyz 0 1
Cl -4.706 4.152 -4.789
C -3.011 4.652 -5.033
C -2.271 3.931 -6.178
Cl -2.090 2.067 -5.804
H -2.470 4.397 -4.146
H -3.014 5.689 -5.264
H -1.247 4.358 -6.270
H -2.728 3.875 -7.180
Cl -1.338 -1.386 -0.728
C -1.176 -0.898 -2.465
C -2.530 -0.958 -3.074
Cl -3.423 -2.527 -3.283
H -0.445 -1.510 -2.913
H -0.857 0.134 -2.506
H -2.386 -0.526 -4.048
H -3.314 -0.344 -2.630
Cl -2.353 -5.878 1.669
C -2.336 -4.357 0.838
C -3.576 -4.098 0.013
Cl -3.820 -5.318 -1.317
H -1.561 -4.395 0.135
H -2.165 -3.516 1.572
H -3.435 -3.120 -0.466
H -4.480 -4.064 0.545
Cl 2.561 -7.585 1.952
C 1.957 -5.872 1.830
C 2.389 -5.257 0.573
Cl 1.989 -3.542 0.508
H 2.444 -5.368 2.663
H 0.885 -5.948 1.996
H 2.096 -5.780 -0.321
H 3.470 -5.158 0.478
Cl 2.907 -0.791 5.067
C 3.857 -1.816 4.037
C 4.488 -2.998 4.727
Cl 3.430 -4.254 5.341
H 4.711 -1.217 3.614
H 3.242 -2.145 3.177
H 5.106 -2.686 5.554
H 5.065 -3.445 3.925
Cl -2.166 5.227 6.337
C -3.852 4.794 5.816
C -3.803 3.378 5.340
Cl -2.913 3.129 3.866
H -4.018 5.457 4.997
H -4.554 4.920 6.625
H -4.822 3.120 5.216
H -3.299 2.746 6.111
Cl 1.960 0.744 -2.039
C 1.237 1.350 -0.442
C 1.350 0.360 0.632
Cl 2.920 0.395 1.595
H 0.212 1.570 -0.603
H 1.801 2.265 -0.095
H 1.258 -0.660 0.211
H 0.619 0.537 1.427
Cl 0.146 4.540 -1.589
C 1.252 5.857 -1.164
C 2.266 5.390 -0.169
Cl 3.309 4.148 -0.861
H 0.701 6.729 -0.751
H 1.743 6.153 -2.072
H 1.808 5.157 0.770
H 2.884 6.249 -0.005
Cl -1.786 2.149 1.213
C -3.374 1.560 0.530
C -3.820 2.513 -0.599
Cl -2.685 2.348 -2.010
H -4.062 1.625 1.349
H -3.203 0.550 0.021
H -3.797 3.566 -0.315
H -4.749 2.224 -1.048
Cl 8.192 -1.412 3.124
C 8.340 -2.364 1.584
C 7.445 -1.936 0.472
Cl 5.722 -2.217 0.991
H 7.911 -3.331 1.884
H 9.387 -2.469 1.241
H 7.673 -2.615 -0.336
H 7.559 -0.886 0.132
Cl -0.117 -2.051 2.672
C 0.014 -3.349 3.869
C -0.235 -2.878 5.268
Cl -0.205 -4.326 6.277
H 1.008 -3.739 3.786
H -0.620 -4.177 3.566
H -1.234 -2.418 5.351
H 0.564 -2.289 5.596
Cl -0.938 7.997 0.780
C -2.051 6.869 1.652
C -2.435 5.712 0.817
Cl -3.441 6.152 -0.617
H -2.916 7.521 1.936
H -1.594 6.534 2.550
H -2.989 4.927 1.318
H -1.563 5.266 0.268
Cl 0.825 -7.251 -2.181
C -0.666 -6.240 -2.065
C -0.403 -4.776 -2.084
Cl 0.649 -4.208 -3.431
H -1.057 -6.537 -1.124
H -1.260 -6.500 -2.917
H 0.200 -4.536 -1.226
H -1.265 -4.098 -2.209
Cl 4.050 3.509 2.233
C 5.539 2.601 2.275
C 6.151 2.337 0.884
Cl 7.817 1.701 0.980
H 5.365 1.787 2.915
H 6.271 3.313 2.767
H 6.282 3.334 0.379
H 5.512 1.673 0.327
Cl 3.360 2.142 -4.962
C 2.953 3.901 -5.165
C 1.533 4.059 -4.733
Cl 0.917 5.673 -5.225
H 2.981 4.128 -6.237
H 3.613 4.518 -4.551
H 1.375 3.868 -3.687
H 0.878 3.263 -5.185
Cl 0.492 1.631 5.917
C 0.566 3.132 4.881
C 0.732 2.671 3.461
Cl 0.440 4.146 2.450
H 1.344 3.758 5.221
H -0.375 3.628 5.028
H -0.051 2.017 3.113
H 1.677 2.300 3.307
Cl -7.471 -3.551 -0.080
C -6.772 -2.897 -1.612
C -6.995 -1.440 -1.865
Cl -5.933 -0.464 -0.812
H -7.250 -3.376 -2.490
H -5.712 -3.050 -1.676
H -8.005 -1.098 -1.622
H -6.830 -1.101 -2.883
Cl 5.284 -0.903 -3.611
C 4.133 -2.371 -3.594
C 4.283 -3.265 -2.357
Cl 5.576 -4.474 -2.415
H 4.347 -2.842 -4.583
H 3.097 -1.876 -3.596
H 3.377 -3.793 -2.149
H 4.608 -2.646 -1.493
Cl -7.006 0.199 4.237
C -5.940 -0.539 2.965
C -4.566 -0.637 3.542
Cl -3.509 -1.456 2.358
H -6.100 0.080 2.122
H -6.418 -1.481 2.714
H -4.600 -1.166 4.491
H -4.106 0.399 3.587
Cl -0.158 -0.848 -5.916
C -0.008 -2.534 -6.596
C -1.304 -3.307 -6.517
Cl -2.615 -2.396 -7.200
H 0.798 -3.029 -6.080
H 0.231 -2.441 -7.645
H -1.501 -3.586 -5.500
H -1.287 -4.166 -7.156
*
```

***

- Which of these has the lowest lowest unoccupied orbital energy?
  C40H80Cl40